No. 1
107
Properties=species:S:1:pos:R:3:mulliken_charge:R:1 method="wB97M-V/def2-TZVPD" lumo_ev=-4.45 orbital_gap_ev=3.77 e_homo_ev=-8.22
C -1.49898 -3.01145 -3.30577 -0.41
C -1.55717 -3.76223 -1.97925 -0.18
S 0.00777 -3.64428 -1.08110 -0.19
C 0.03019 -1.88000 -0.65309 -0.40
C -1.28850 -1.42530 -0.01366 -0.17
O -2.16737 -0.91841 -1.01771 -0.25
C -1.70731 0.32368 -1.27168 0.34
O -1.98257 0.88211 -2.28933 -0.52
O -0.85788 0.75908 -0.27001 -0.12
C -1.18042 -0.14794 0.80753 -0.06
F -0.29260 -0.17839 1.79841 -0.26
I -3.18269 0.35775 1.54856 0.27
H -0.69374 -3.41166 -3.92406 0.34
H -1.32883 -1.93860 -3.19659 -0.10
H -2.42854 -3.11976 -3.86996 0.04
H -1.79671 -4.80503 -2.17047 0.50
H -2.36501 -3.35341 -1.37335 0.11
H 0.23720 -1.37001 -1.59555 0.00
H 0.86837 -1.68894 0.01556 0.34
H -1.65638 -2.21871 0.63377 0.74
C -2.01250 3.10758 4.07979 0.13
Cl -1.84606 4.79656 4.73339 -0.32
Cl -3.53518 2.43741 4.52863 0.05
H -1.95111 3.13087 2.99096 -0.09
H -1.19960 2.51444 4.48357 0.28
B -5.08607 -4.20184 -4.93501 0.59
F -4.77655 -4.33150 -3.55889 -0.40
F -3.88951 -3.98680 -5.66549 -0.43
F -5.70510 -5.37240 -5.38904 -0.38
F -5.94295 -3.10161 -5.11822 -0.41
C 2.08379 -0.76626 4.00140 -0.52
C 2.66674 -1.35481 5.19893 0.17
N 3.12625 -1.81756 6.14212 -0.38
H 1.12218 -1.21950 3.76341 0.14
H 1.93283 0.30469 4.13298 0.27
H 2.74047 -0.90890 3.14443 0.39
O 3.74173 1.40492 -2.34008 -0.79
P 3.30398 2.31824 -3.39840 0.96
O 1.90592 1.77057 -4.01803 -0.26
C 0.74920 1.69319 -3.19355 -0.54
C 0.18906 3.05910 -2.86425 -0.57
O 4.27904 2.04879 -4.64168 -0.26
C 5.41732 1.17322 -4.56194 -0.36
C 5.06666 -0.21260 -5.05386 -1.08
O 3.12425 3.87581 -3.64492 -0.28
C 3.45139 4.56698 -4.86472 -0.38
C 2.56942 4.17486 -6.02586 -0.23
H 0.97253 1.13058 -2.28421 0.29
H -0.00003 1.13602 -3.75332 0.38
H 0.85042 3.66497 -2.24448 0.34
H -0.76840 2.96404 -2.34875 0.60
H 0.05545 3.58939 -3.82769 -0.13
H 5.81822 1.14912 -3.55071 0.36
H 6.18450 1.61385 -5.19958 0.34
H 4.20812 -0.61702 -4.51726 0.27
H 5.91046 -0.89026 -4.92762 0.40
H 4.80015 -0.18389 -6.11143 0.28
H 4.50472 4.45211 -5.10485 0.31
H 3.30640 5.62421 -4.64137 0.35
H 2.71308 3.13425 -6.31242 0.23
H 2.80327 4.80170 -6.88803 0.56
H 1.50651 4.29866 -5.77566 -0.56
N -1.30051 -1.50031 6.09533 0.16
C -2.56871 -2.00924 6.11442 -0.48
C -2.54328 -3.19668 6.79089 -0.85
C -1.19109 -3.41326 7.19884 -0.14
C -0.45353 -2.34973 6.75366 -0.69
H -1.03457 -0.63702 5.66364 0.14
H -3.38061 -1.47745 5.64567 0.59
H -3.38861 -3.83820 6.97094 0.42
H -0.80818 -4.25636 7.75082 0.53
H 0.59290 -2.11394 6.84625 0.30
Al -1.31096 4.16154 -5.18407 0.72
N -7.24215 -0.22650 3.02641 -0.30
S -6.80025 1.19726 3.49406 1.13
O -6.04840 1.26336 4.71563 -0.63
O -7.69199 2.27486 3.22393 -0.61
F -5.62968 1.43344 2.38864 -0.27
S -8.36657 -0.90527 3.92300 1.08
O -8.47004 -2.29399 3.64852 -0.59
O -9.55315 -0.13602 4.08767 -0.55
F -7.69800 -0.87448 5.37095 -0.27
C 4.47280 5.66716 -11.29472 -1.33
C 4.49236 5.08967 -9.90044 0.91
O 5.05216 5.64901 -8.96995 -0.65
N 3.85479 3.90622 -9.69678 -0.06
C 3.13084 3.08679 -10.65162 -0.86
H 5.01968 6.60447 -11.28610 0.30
H 4.95249 4.98782 -11.99975 0.37
H 3.44940 5.86045 -11.61797 0.35
H 3.91952 3.59155 -8.74184 0.09
H 2.09523 2.96657 -10.32886 0.27
H 3.58525 2.09706 -10.71003 0.30
H 3.14174 3.53786 -11.63761 0.33
C 1.27222 -4.22871 10.64615 -0.17
C 0.74883 -5.58141 10.64290 0.35
C 0.20321 -6.05528 11.97176 0.38
O -0.33003 -7.13217 12.11515 -0.51
C 0.35478 -5.15772 13.10252 -0.31
C 0.88979 -3.81089 13.10820 0.36
C 1.33492 -3.29667 11.75755 0.43
O 1.73706 -2.16791 11.58540 -0.52
O 0.98457 -3.11851 14.09488 -0.51
O 0.72900 -6.30048 9.67245 -0.51
H 1.66780 -3.82524 9.71791 0.54
H 0.01043 -5.57424 14.04432 0.45
Na -1.43128 5.68287 2.62078 0.93



No. 2
80
Properties=species:S:1:pos:R:3:mulliken_charge:R:1 method="wB97M-V/def2-TZVPD" lumo_ev="4.18 / 4.18" orbital_gap_ev="4.81 / 3.44" charge=-2 e_homo_ev="-0.64 / 0.74"
Ca -0.53394 -1.44497 -0.63961 1.81
Br 3.47715 -2.90726 -1.55677 -0.29
C 1.95450 -4.12475 -1.66373 0.30
C 2.27863 -5.45474 -1.69585 -0.67
C 1.16573 -6.38129 -1.72446 -0.43
C -0.09822 -5.85435 -1.74724 -0.59
C -0.32349 -4.47198 -1.73959 0.37
N 0.77333 -3.54610 -1.66820 -0.20
C -1.70070 -3.95060 -1.75628 0.05
O -2.67055 -4.72414 -1.72525 -0.82
O -1.81113 -2.64542 -1.76556 -0.91
H 3.30915 -5.77372 -1.68667 0.37
H 1.33540 -7.45115 -1.71866 0.37
H -0.97905 -6.48369 -1.76548 0.38
C -1.96187 -4.58051 2.23969 -1.69
C -1.61968 -3.11212 2.11102 2.09
C -2.86772 -2.27929 1.87569 -1.54
C -0.37230 -2.68788 1.43361 -1.76
C -0.49698 -2.49406 3.00995 1.32
C 0.28700 -3.38315 3.85548 -0.54
C 0.84369 -2.98030 5.04056 -0.66
C 0.64829 -1.67182 5.53479 -0.55
C -0.12751 -0.77729 4.76305 -0.41
C -0.67543 -1.15907 3.57192 -0.22
H -2.31679 -4.93511 1.26610 0.34
H -2.75442 -4.75406 2.97885 0.37
H -1.10136 -5.18800 2.51329 0.32
H -3.33209 -2.60966 0.94112 0.39
H -2.65061 -1.21486 1.77575 -0.03
H -3.60273 -2.39436 2.68059 0.42
H 0.26860 -3.55785 1.25185 0.11
H 0.48865 -4.38152 3.49077 0.17
H 1.45495 -3.68003 5.60049 0.35
H 1.09773 -1.35469 6.46754 0.36
H -0.27814 0.24029 5.10993 0.35
H -1.24238 -0.43571 3.00363 -0.05
C -1.96397 3.26509 -3.47135 -1.57
C -0.49845 3.68898 -3.41572 1.82
C 0.12382 3.61417 -4.80545 -1.84
C -0.36499 5.09850 -2.85141 -1.39
O 0.24350 2.79492 -2.60929 0.24
Si -0.17946 2.01689 -1.20129 -0.89
O -1.04394 0.71512 -1.37073 -0.79
O -0.91702 3.22790 -0.31490 0.08
C -1.09801 3.31950 1.09042 2.23
C 0.13184 3.98135 1.70144 -1.75
C -1.31599 1.94098 1.70604 -1.74
C -2.32853 4.19169 1.29691 -2.07
O 1.26457 1.73852 -0.41522 0.49
C 2.57199 1.47457 -0.92097 1.92
C 2.51698 0.66288 -2.20799 -1.01
C 3.25635 2.81285 -1.18098 -1.68
C 3.29945 0.70653 0.17149 -1.63
H -2.51417 3.90039 -4.17162 0.50
H -2.42835 3.34448 -2.48376 0.16
H -2.03752 2.22383 -3.79311 0.34
H -0.36055 4.31704 -5.49007 0.43
H 0.02327 2.60310 -5.20531 0.38
H 1.18800 3.85538 -4.74542 0.31
H -0.94012 5.80457 -3.45808 0.47
H 0.68543 5.40230 -2.85834 0.32
H -0.72925 5.12700 -1.82146 0.02
H 1.01836 3.37279 1.50966 0.13
H 0.00530 4.09839 2.78196 0.42
H 0.28271 4.96730 1.25296 0.42
H -0.41279 1.33069 1.61655 0.22
H -2.13043 1.42479 1.19345 0.38
H -1.55720 2.03134 2.76880 0.57
H -2.17782 5.16338 0.81887 0.42
H -2.52369 4.34749 2.36199 0.40
H -3.20102 3.71516 0.84458 0.40
H 1.98549 1.20876 -2.99063 0.01
H 2.02702 -0.29861 -2.05990 0.01
H 3.52864 0.44236 -2.55155 0.52
H 2.68265 3.38482 -1.91465 0.09
H 4.27116 2.66011 -1.56071 0.47
H 3.30994 3.38907 -0.25306 0.32
H 2.80125 -0.24155 0.38010 0.24
H 3.31221 1.29590 1.09229 0.32
H 4.32767 0.48446 -0.12684 0.41



No. 3
77
Properties=species:S:1:pos:R:3:mulliken_charge:R:1 method="wB97M-V/def2-TZVPD" lumo_ev="-8.07 / -9.49" orbital_gap_ev="5.43 / 4.01" multiplicity=2 s_squared=0.772 charge=+2 e_homo_ev="-13.51 / -13.50"
C 5.03713 -1.99762 -5.29537 -0.40
C 4.05808 -0.98206 -5.13675 0.51
C 3.94311 -0.03282 -6.16465 -0.51
C 4.85999 -0.03291 -7.23145 -0.29
N 5.77857 -0.97996 -7.29820 -0.53
C 5.91750 -1.93574 -6.39659 -0.26
C 3.28357 -0.72373 -3.88254 0.94
C 2.92307 -0.53194 -2.72799 -1.15
C 2.88048 -0.20519 -1.35543 0.65
C 2.15007 -1.04448 -0.54627 -0.85
C 1.60029 -0.46174 0.64801 0.00
C 2.25000 0.72390 1.29026 -0.15
C 3.07756 1.38069 0.41818 -0.52
C 3.45313 0.98703 -0.85042 -0.88
Cu -0.36452 0.13954 -0.32587 -0.06
P -2.17997 -1.25947 1.04924 1.05
H 3.16135 0.71927 -6.06961 0.38
H 5.11285 -2.78913 -4.54644 0.38
H 4.75281 0.73769 -7.99629 0.35
H 6.68259 -2.70899 -6.50646 0.37
H 4.11806 1.62094 -1.42168 0.57
H 2.01133 -2.06883 -0.92757 0.63
H 3.46380 2.26535 0.92042 0.41
H 0.73910 -1.03268 1.01754 1.01
C -3.31391 -0.97370 2.53420 -1.02
C -4.82768 -0.77561 2.42019 -1.33
H -2.87864 -0.11779 3.06496 0.60
H -3.17183 -1.84738 3.18811 0.67
H -5.29955 -0.73353 3.41352 0.41
H -5.11969 0.16293 1.93996 0.24
H -5.32153 -1.59833 1.89609 0.30
C -3.13419 -0.90612 -0.53581 -0.48
C -2.71415 -1.67604 -1.79286 -1.45
H -2.97209 0.15912 -0.76653 0.04
H -4.20832 -1.04153 -0.32272 0.75
H -2.89284 -1.00464 -2.63999 0.41
H -1.64263 -1.90235 -1.81846 0.27
H -3.31522 -2.57635 -1.95692 0.31
C -2.37663 -3.11572 0.98311 -0.69
C -3.77976 -3.74555 0.81978 -1.48
H -1.89673 -3.52617 1.88684 0.42
H -1.76824 -3.40792 0.11432 0.48
H -3.68846 -4.81780 0.58331 0.39
H -4.39608 -3.70133 1.72834 0.32
H -4.36257 -3.30252 0.00081 0.33
Br 3.52127 1.65484 2.94209 -0.06
P -0.44616 1.97369 1.21739 1.61
C -2.27186 2.06433 0.83601 0.03
C -3.30315 3.14165 0.73855 -1.82
H -2.74348 1.34956 1.52436 0.03
H -2.22306 1.74010 -0.21303 -0.06
H -4.14835 2.65189 0.24073 0.44
H -3.69925 3.45558 1.69762 0.37
H -3.04911 3.98905 0.11508 0.41
C -0.36234 3.16691 2.63057 -0.82
C 0.00621 4.61929 2.57740 -1.45
H 0.43457 2.76054 3.27273 0.41
H -1.34205 3.12558 3.10081 0.52
H 0.37448 4.91850 3.55314 0.43
H 0.81431 4.84559 1.90315 0.29
H -0.83461 5.28201 2.41792 0.35
C 0.37330 2.84419 -0.22321 0.04
C 0.01423 3.99421 -1.13757 -1.66
H 0.44441 2.03559 -0.97478 0.21
H 1.35199 3.08177 0.21058 0.40
H 0.88100 4.00094 -1.81007 0.47
H -0.84077 3.83361 -1.79816 0.39
H -0.00117 4.97259 -0.66489 0.31
N 1.33902 -3.72935 3.61172 -0.07
C 1.80046 -2.73683 4.46944 -0.60
C 1.35527 -1.55146 3.91567 -0.42
N 0.60151 -1.83995 2.80062 0.03
C 0.64410 -3.13603 2.60373 -0.44
H 1.54954 -4.71137 3.66171 0.23
H 2.38672 -2.89819 5.36635 0.40
H 1.53570 -0.52670 4.20839 0.46
H 0.20806 -3.71086 1.80166 0.42



No. 4
90
Properties=species:S:1:pos:R:3:mulliken_charge:R:1 method="wB97M-V/def2-TZVPD" lumo_ev=-0.39 orbital_gap_ev=8.29 smiles="CC(=O)OCCCCCP(F)(CC(=O)F)(CC(=O)Cl)OC(=O)c1ccccc1.ClCCCl.ClCCCl.ClCCCl.ClCCCl.ClCCCl" e_homo_ev=-8.69
C -6.32002 -0.04478 2.99746 -0.87
C -5.52186 -1.44908 2.98892 0.70
O -6.07231 -2.53726 2.68516 -0.60
O -4.12208 -1.40528 3.36274 -0.16
C -3.36182 -1.50104 2.11185 -0.65
C -1.96899 -0.66021 2.17046 -0.52
C -1.20651 -0.66522 0.72527 -0.43
C 0.33090 -1.08303 0.94578 -0.50
C 1.20082 -0.44739 -0.28239 -0.34
P 2.32122 -1.69426 -1.15066 1.17
F 0.90629 -2.70814 -1.35866 -0.57
C 2.65820 -1.84229 -2.99869 -0.53
C 1.83132 -3.14674 -3.50966 0.54
O 2.23253 -4.31730 -3.37720 -0.49
F 0.58004 -2.94569 -4.20452 -0.27
C 3.02935 -3.09958 -0.04765 -0.78
C 4.17302 -3.92823 -0.83888 0.33
O 5.14163 -3.32837 -1.35403 -0.42
Cl 4.01103 -5.75103 -1.00691 -0.17
O 3.69902 -0.68865 -0.83299 -0.45
C 3.96838 0.26428 -1.85250 -0.06
O 5.08204 0.15213 -2.45570 -0.58
C 3.03867 1.46291 -2.30855 1.03
C 2.89782 1.68515 -3.85568 -0.31
C 2.05183 2.80499 -4.50868 -1.03
C 1.26078 3.77303 -3.57954 -0.30
C 1.40672 3.58939 -2.04603 -0.68
C 2.28953 2.46008 -1.39021 0.41
H -7.45257 -0.20360 2.97646 0.29
H -6.00765 0.58577 3.89522 0.29
H -5.98674 0.52061 2.05019 0.29
H -3.97434 -1.02648 1.26886 0.40
H -3.12868 -2.58092 1.81637 0.20
H -2.19992 0.40761 2.51974 0.23
H -1.29816 -1.19481 2.94964 0.25
H -1.30796 0.39781 0.31313 0.29
H -1.68038 -1.41688 0.00202 0.27
H 0.49985 -2.20433 1.07904 0.24
H 0.65207 -0.59542 1.94730 0.40
H 0.55772 0.17426 -1.00462 0.49
H 1.90249 0.31816 0.22778 -0.19
H 2.23868 -0.97542 -3.63694 0.20
H 3.75602 -2.08916 -3.26862 0.50
H 3.37496 -2.72974 0.97472 0.45
H 2.18682 -3.86419 0.15972 0.42
H 3.47818 0.97460 -4.55660 0.36
H 2.01152 2.87151 -5.65509 0.52
H 0.60762 4.58686 -4.03007 0.49
H 0.85465 4.26920 -1.30548 0.31
H 2.36190 2.33994 -0.25862 -0.36
Cl 4.01510 4.22309 -4.96545 -0.01
C 5.27345 5.12809 -5.84901 -0.54
C 6.63572 4.99844 -5.19682 -0.43
Cl 6.71185 5.83885 -3.62772 -0.18
H 4.95780 6.17123 -5.91594 0.31
H 5.30688 4.71798 -6.86081 0.28
H 7.39751 5.45132 -5.83503 0.33
H 6.90565 3.95320 -5.03446 0.31
Cl -1.44940 1.76675 -7.74302 -0.19
C -2.29398 1.44753 -6.20751 -0.41
C -2.37902 2.68332 -5.33381 -0.55
Cl -0.78264 3.17022 -4.70028 -0.07
H -1.77697 0.63114 -5.69943 0.29
H -3.29879 1.10547 -6.46416 0.33
H -3.01481 2.48302 -4.46857 0.29
H -2.80127 3.53128 -5.87675 0.31
Cl -2.22259 -4.20886 4.45842 -0.16
C -3.06722 -4.51164 5.99415 -0.40
C -3.15358 -3.26714 6.85521 -0.17
Cl -1.56309 -2.77461 7.48901 -0.19
H -2.55157 -5.32198 6.51297 0.40
H -4.07085 -4.85760 5.73768 0.18
H -3.79186 -3.45952 7.72055 0.27
H -3.57393 -2.42390 6.30360 0.07
Cl 5.15274 4.40448 0.01837 -0.11
C 5.16543 4.03839 1.76077 -0.54
C 4.42763 2.75393 2.08004 -0.31
Cl 2.67050 2.90659 1.82016 -0.17
H 4.73534 4.89091 2.28999 0.31
H 6.21224 3.94691 2.05792 0.31
H 4.57003 2.49482 3.13122 0.42
H 4.78862 1.92129 1.47291 0.20
Cl -9.27876 -2.65245 7.35548 -0.19
C -8.21733 -3.42829 6.15386 -0.51
C -6.75303 -3.13536 6.41011 -0.23
Cl -6.34596 -1.42821 6.10634 -0.17
H -8.52588 -3.09332 5.16185 0.32
H -8.39655 -4.50340 6.22044 0.35
H -6.13229 -3.73225 5.73802 0.03
H -6.46873 -3.37348 7.43703 0.40